No. 1
Molecular formula: C33H37Br2Cl22IO5
Method: DFT, wB97M-V/def2-TZVPD

Each line ends with the Mulliken charge.
Positions of all 100 atoms, in Å:
C: 0.2412 -3.2270 3.2071  -0.09
C: -0.0886 -1.9325 3.9157  0.18
O: -0.5494 -1.9498 5.0353  -0.69
O: 0.1709 -0.7488 3.2843  -0.07
C: -0.9295 -0.3560 2.4218  -0.09
C: -0.3003 0.1723 1.1540  -0.38
C: 0.8320 0.9579 1.2421  -0.71
C: 1.4492 1.3964 0.1115  0.30
C: 0.9563 1.0744 -1.1254  1.36
C: -0.1869 0.3426 -1.2508  -0.91
C: -0.8040 -0.1036 -0.1004  0.94
C: -2.0710 -0.9578 -0.2646  -0.83
C: -1.5707 -2.3808 -0.5737  -0.04
O: -1.2978 -3.1142 0.3352  -0.41
I: -1.3763 -3.0102 -2.6307  0.01
C: 1.7183 1.5628 -2.3191  -0.17
O: 1.1821 1.8238 -3.3818  -0.51
C: 3.1905 1.7435 -2.0873  0.39
C: 3.6741 2.0913 -0.8429  0.64
C: 4.9983 2.2999 -0.6054  -0.69
C: 5.9042 2.1485 -1.6257  -0.91
C: 5.4488 1.7663 -2.8612  -0.26
C: 4.1081 1.5697 -3.0900  0.21
C: 3.7168 1.1472 -4.4711  -0.64
Br: 3.3178 2.4439 -5.8039  -0.12
C: 3.6762 -0.1478 -4.7653  0.42
C: 3.3433 -0.7390 -6.1092  -1.23
Br: 4.0673 -1.4410 -3.3905  -0.15
C: 2.6829 2.2368 0.2724  -0.24
O: 2.8734 2.9459 1.2435  -0.53
H: 0.7033 -3.0357 2.2369  0.28
H: 0.9668 -3.7939 3.7954  -0.15
H: -0.6615 -3.8219 3.0743  0.23
H: -1.4699 -1.2696 2.1744  -0.17
H: -1.5487 0.3759 2.9439  0.24
H: 1.2384 1.2114 2.2153  0.54
H: -0.5706 0.1328 -2.2403  0.67
H: -2.6870 -0.5578 -1.0683  0.35
H: -2.6651 -0.9515 0.6445  0.49
H: 5.2845 2.5987 0.3955  0.51
H: 6.9659 2.3022 -1.4835  0.43
H: 6.1576 1.6219 -3.6666  0.53
H: 2.7260 -0.0740 -6.6988  0.43
H: 2.8467 -1.6932 -5.9244  0.39
H: 4.2806 -0.9899 -6.6154  0.29
Cl: 0.0629 -2.5562 -7.3679  -0.12
C: 0.3421 -1.6529 -8.8622  -0.29
Cl: 2.0533 -1.2675 -9.0824  -0.14
H: 0.0100 -2.2541 -9.7005  0.31
H: -0.2200 -0.7272 -8.8197  0.26
Cl: 6.3907 4.1252 2.8821  -0.19
C: 5.0392 5.2127 2.5291  0.48
Cl: 5.0309 6.6130 3.6065  -0.17
H: 5.1298 5.5590 1.5059  0.27
H: 4.1124 4.6663 2.6562  -0.39
Cl: -6.4514 0.0756 -0.0985  -0.15
C: -6.1088 0.9562 -1.5937  -0.06
Cl: -4.4065 1.4171 -1.6969  -0.07
H: -6.3379 0.3114 -2.4402  -0.12
H: -6.7202 1.8519 -1.6215  0.38
Cl: 1.4116 4.7418 5.1107  -0.17
C: 1.2597 3.3857 3.9865  0.37
Cl: 1.2310 1.8358 4.8416  -0.11
H: 0.3368 3.4948 3.4274  0.28
H: 2.1057 3.3946 3.3106  -0.29
Cl: 0.7956 -1.5179 9.1752  -0.18
C: 1.1349 -0.7314 7.6283  0.33
Cl: 2.8564 -0.3536 7.4521  -0.17
H: 0.8372 -1.3954 6.8268  -0.16
H: 0.5697 0.1923 7.5752  0.19
Cl: -5.3161 -2.9144 -3.5686  -0.12
C: -7.0880 -2.8529 -3.5219  -0.18
Cl: -7.6851 -1.1955 -3.3452  -0.16
H: -7.4792 -3.2590 -4.4505  0.11
H: -7.4367 -3.4397 -2.6793  0.33
Cl: -0.0718 -6.8792 3.0383  -0.13
C: 1.2405 -7.1089 4.2003  -0.26
Cl: 2.4094 -5.7822 4.1436  -0.16
H: 0.8192 -7.1580 5.1977  0.26
H: 1.7548 -8.0334 3.9655  0.31
Cl: -1.8402 2.9079 -1.7372  -0.10
C: -1.5515 3.3414 -3.4290  -0.19
Cl: -2.6009 4.6673 -3.9493  -0.18
H: -0.5186 3.6462 -3.5390  0.24
H: -1.7511 2.4740 -4.0479  0.24
Cl: -8.4396 -2.7386 -8.4339  -0.16
C: -8.6359 -1.9818 -6.8515  -0.14
Cl: -9.3544 -3.0957 -5.6787  -0.17
H: -7.6612 -1.6740 -6.4867  0.18
H: -9.2853 -1.1202 -6.9524  0.32
Cl: -5.0446 -1.7925 4.8422  -0.18
C: -3.7916 -2.9071 4.2858  0.21
Cl: -3.7051 -2.9560 2.5148  -0.09
H: -2.8354 -2.5804 4.6763  -0.28
H: -4.0225 -3.9025 4.6473  0.37
Cl: 5.4563 4.3915 7.6128  -0.15
C: 3.7848 4.2098 8.1579  0.18
Cl: 3.5994 4.6679 9.8563  -0.17
H: 3.1503 4.8464 7.5533  0.07
H: 3.4904 3.1725 8.0414  0.07

The spin multiplicity is 1. Its structure (SMILES) is CC(=O)OCc1cc2c(cc1CC(=O)I)C(=O)c1c(cccc1/C(Br)=C(/C)Br)C2=O.ClCCl.ClCCl.ClCCl.ClCCl.ClCCl.ClCCl.ClCCl.ClCCl.ClCCl.ClCCl.ClCCl. The lowest unoccupied orbital energy is -1.2 eV.


No. 2
Molecular formula: C20H23N3O3
Method: DFT, wB97M-V/def2-TZVPD

Each line ends with the Mulliken charge.
Positions of all 49 atoms, in Å:
C: 1.1436 -5.6860 0.9768  -0.16
C: 0.6541 -4.2658 1.0474  0.30
O: -0.5134 -3.9536 1.1034  -0.73
N: 1.7260 -3.4657 1.0353  -0.15
C: 2.8324 -4.2601 0.9641  0.38
O: 3.9554 -3.8002 0.9326  -0.67
O: 2.5409 -5.5917 0.9317  -0.35
H: 0.8610 -6.2663 1.8666  0.22
H: 0.8006 -6.1977 0.0662  0.22
C: -3.1639 2.7457 4.8605  -0.95
N: -3.1870 1.4344 4.2005  0.14
C: -4.5275 0.8459 4.1132  -0.99
C: -2.1767 1.0699 3.2488  -0.04
C: -1.0862 0.2638 3.6159  -0.44
C: -0.1429 -0.1059 2.6968  -0.66
C: -0.2162 0.3065 1.3436  0.55
C: 0.8191 -0.0779 0.4516  -0.11
C: 1.1165 0.3518 -0.8664  0.44
C: 2.1305 -0.3247 -1.5896  -0.79
C: 2.4046 -0.0259 -2.8947  -0.35
C: 1.6805 0.9658 -3.5778  -0.04
N: 1.9408 1.2602 -4.9575  0.13
C: 1.1557 0.6288 -6.0275  -0.95
C: 2.5236 2.5491 -5.3401  -0.99
C: 0.7259 1.6967 -2.8465  -0.27
C: 0.4770 1.4285 -1.5262  -0.92
C: -1.3567 1.0563 0.9693  -0.82
C: -2.2839 1.4455 1.8974  -0.31
H: -2.1449 3.1162 4.9463  0.30
H: -3.7462 3.4670 4.2912  0.33
H: -3.5879 2.6779 5.8603  0.32
H: -4.4794 -0.1452 3.6667  0.31
H: -4.9680 0.7515 5.1036  0.33
H: -5.1790 1.4686 3.5041  0.35
H: -1.0155 -0.0748 4.6347  0.46
H: 0.6794 -0.7291 3.0013  0.42
H: 1.4691 -0.8520 0.8264  0.29
H: 2.6994 -1.0868 -1.0864  0.55
H: 3.1963 -0.5378 -3.4149  0.50
H: 0.7885 -0.3459 -5.7136  0.31
H: 0.3011 1.2508 -6.2870  0.33
H: 1.7631 0.4940 -6.9204  0.32
H: 3.1399 2.9414 -4.5342  0.31
H: 3.1497 2.4375 -6.2229  0.33
H: 1.7414 3.2713 -5.5619  0.36
H: 0.1807 2.4749 -3.3480  0.44
H: -0.1582 2.0921 -0.9661  0.68
H: -1.5444 1.2471 -0.0729  0.63
H: -3.1186 2.0538 1.5984  0.45

The spin multiplicity is 1. The energy above the lowest of the compared OMol25 structures with the same formula, charge and spin is 5.2653 eV. The lowest unoccupied orbital energy is -3.0 eV.